Entry 1:
Formula: C3H8N
Source: the Open Molecules 2025 dataset
Level of theory: ωB97M-V/def2-TZVPD

```
12
Properties=species:S:1:pos:R:3:forces:R:3:lowdin_charge:R:1
C -0.397567 -1.176931 -0.727476 0.6 -0.7 0.6 -0.027
C -0.111357 0.158253 -0.150370 0.3 -0.1 -0.7 -0.344
C -0.368574 1.361424 -0.619743 -1.3 0.3 0.9 0.111
N 0.717332 0.129422 1.098535 0.1 0.3 1.1 0.229
H -1.063992 -1.101865 -1.580950 0.3 -0.1 -0.1 0.103
H 0.557348 -1.683584 -0.927733 -0.2 0.1 -0.7 0.101
H -0.842070 -1.879834 -0.007889 -0.3 0.5 0.1 0.102
H -0.335928 2.192009 0.077220 0.8 0.3 -0.3 0.090
H -0.957384 1.573574 -1.502126 0.2 -0.4 -0.1 0.098
H 0.186538 0.482409 1.903658 -0.1 0.0 -0.1 0.183
H 1.545158 0.728604 1.043399 -0.1 0.1 -0.3 0.180
H 1.070498 -0.783479 1.393477 -0.2 -0.2 -0.4 0.175
```
Forces are in eV/Å.

The value obtained for the HOMO energy is -0.555 hartree. Its SMILES is C=C(C)[NH3+]. For the energy relative to the best compared isomer or geometry (same formula, charge and spin), the calculation gives 6.4 kcal/mol. Its spin multiplicity is 1. The value obtained for the LUMO energy is -3.93 eV. The total charge is +1.

***

Entry 2:
Formula: C7H17N
Source: the Open Molecules 2025 dataset
Level of theory: ωB97M-V/def2-TZVPD

```
25
Properties=species:S:1:pos:R:3:forces:R:3:lowdin_charge:R:1
C -3.431780 -2.107945 1.104671 -0.1 -1.1 0.2 -0.130
C -2.101897 -1.636333 1.634486 -0.1 0.2 -0.4 -0.324
C -0.969936 0.332515 1.735907 -0.6 0.5 -0.2 -0.098
N -1.990681 -0.214628 1.201199 1.5 0.3 1.4 -0.024
H -3.628328 -3.159085 1.425765 0.0 0.7 -0.3 0.078
H -4.220730 -1.443666 1.474755 0.1 -0.2 -0.1 0.070
H -3.407598 -2.058196 0.010157 -0.2 -0.1 0.2 0.070
H -1.254628 -2.248208 1.265420 -0.4 0.3 0.0 0.114
H -2.076034 -1.659969 2.736594 0.0 -0.1 -0.4 0.107
H -0.216750 -0.248085 2.279574 -0.1 0.0 0.1 0.071
H -0.823241 1.429760 1.766251 -0.1 -0.6 -0.6 0.075
C 0.633172 1.663509 -2.682341 0.4 0.7 0.1 -0.123
C 2.817395 0.153132 0.274622 0.0 -0.3 0.2 -0.130
C 2.432909 0.984066 -0.955650 0.2 0.6 -0.2 -0.288
C 0.969570 0.877401 -1.417261 -0.1 -0.5 0.4 -0.292
H 0.898497 2.724706 -2.512143 -0.1 -0.4 -0.2 0.075
H -0.429917 1.645299 -2.946380 0.2 -0.2 0.2 0.069
H 1.208752 1.335449 -3.552711 0.0 -0.1 0.1 0.068
H 3.908324 0.226544 0.440776 -0.5 -0.1 0.0 0.069
H 2.570366 -0.914520 0.137492 0.1 0.4 0.0 0.070
H 2.326349 0.481718 1.216576 0.1 -0.1 -0.6 0.065
H 3.131340 0.740447 -1.788071 -0.5 0.1 0.4 0.112
H 2.615521 2.044403 -0.700770 0.1 -0.3 -0.2 0.106
H 0.715950 -0.188548 -1.548830 0.0 0.3 0.0 0.107
H 0.323363 1.240237 -0.600088 0.2 -0.2 -0.2 0.085
```
Forces are in eV/Å.

The value obtained for the HOMO energy is -0.366 hartree. Its SMILES is C=NCC.CCCC. For the energy relative to the best compared isomer or geometry (same formula, charge and spin), the calculation gives 33.6 kcal/mol. Its spin multiplicity is 1. The value obtained for the LUMO energy is 1.06 eV. The total charge is 0.

***

Entry 3:
Formula: C29H23BBrCaN8O2Se
Source: the Open Molecules 2025 dataset
Level of theory: ωB97M-V/def2-TZVPD

```
66
Properties=species:S:1:pos:R:3:forces:R:3:lowdin_charge:R:1
Ca -0.255009 -0.192423 -0.501134 -0.2 0.1 -0.2 1.219
C -0.072188 -1.280618 4.113840 0.0 0.0 0.1 -0.082
C -0.953978 -0.378805 4.695843 0.0 0.0 0.1 -0.082
C -1.684218 0.474269 3.896400 0.0 0.0 0.1 -0.026
C -1.533314 0.439329 2.505113 0.0 0.0 -0.4 -0.212
N -0.661362 -0.430969 1.952349 0.0 0.1 0.5 0.028
C 0.034121 -1.262553 2.739629 -0.2 0.2 -0.4 -0.152
C -2.314512 1.317947 1.564504 0.2 -0.4 0.4 -0.244
C -3.197206 2.263233 2.104551 -0.1 0.1 -0.1 -0.077
C -3.963794 3.056433 1.267880 0.1 -0.1 -0.1 -0.121
C -3.830751 2.904404 -0.113227 0.0 0.0 0.2 -0.119
C -2.938460 1.969914 -0.618990 0.0 -0.1 0.0 -0.166
C -2.144791 1.119986 0.180621 -0.6 0.6 0.1 -0.204
H 0.513231 -1.976354 4.700103 0.0 0.0 0.0 0.096
H -1.076483 -0.346797 5.772772 0.0 0.0 0.0 0.100
H -2.381888 1.164245 4.346583 0.0 0.0 0.0 0.091
H 0.705312 -1.936706 2.219549 0.0 0.0 0.0 0.098
H -3.301769 2.400673 3.175041 0.0 0.0 0.0 0.081
H -4.646736 3.789139 1.682395 0.0 0.0 0.0 0.085
H -4.417880 3.522847 -0.785339 0.0 0.0 0.0 0.087
H -2.859819 1.901360 -1.702643 0.0 0.0 0.0 0.065
Br -4.877309 -1.504414 0.018118 0.1 0.1 0.0 0.743
C -3.713539 -2.999397 -0.105821 0.2 0.0 0.0 -0.739
C -4.274659 -4.266622 -0.010502 -0.1 0.0 0.0 -0.128
C -3.422515 -5.348744 -0.107283 0.0 -0.1 0.0 -0.067
C -2.066704 -5.129670 -0.288490 -0.1 -0.1 0.0 -0.010
C -1.615015 -3.824974 -0.362850 -0.1 0.2 0.0 -0.172
N -2.431295 -2.762173 -0.278787 -0.1 -0.2 0.0 0.115
C -0.124612 -3.569123 -0.553594 0.2 0.7 0.0 -0.629
O 0.614602 -4.536316 -0.684768 0.1 -0.2 0.0 0.021
O 0.208639 -2.336950 -0.561287 0.2 -0.8 -0.1 -0.334
H -5.338873 -4.382910 0.131818 0.0 0.0 0.0 0.090
H -3.817514 -6.355860 -0.042672 0.0 0.0 0.0 0.104
H -1.344523 -5.927825 -0.372655 0.0 0.0 0.0 0.113
B 0.217950 2.124348 -3.483602 0.0 0.0 -0.1 -0.408
N 0.399737 0.615730 -3.877369 -0.1 0.1 0.3 -0.093
C 0.560295 0.136887 -5.116716 0.1 0.1 0.1 -0.114
C 0.493407 -1.244452 -5.073343 0.0 0.0 0.0 -0.080
C 0.282816 -1.524309 -3.721190 0.0 -0.1 0.1 -0.186
N 0.211117 -0.403172 -3.003516 0.0 0.2 -0.3 -0.043
N 1.074098 2.510755 -2.229546 -0.2 -0.3 0.1 -0.084
C 1.820679 3.615357 -2.102611 0.0 0.0 -0.1 -0.111
C 2.172337 3.772213 -0.775224 0.0 0.0 0.0 -0.073
C 1.570785 2.678227 -0.146801 0.0 -0.1 0.0 -0.174
N 0.915121 1.915750 -1.019701 0.3 0.5 -0.3 -0.036
H 0.627012 2.793417 -4.419986 -0.1 -0.1 0.2 0.063
H -0.958856 2.334240 -3.241707 0.2 -0.1 0.0 0.059
H 0.715576 0.818241 -5.937345 0.0 0.0 0.0 0.108
H 0.593840 -1.938403 -5.890843 0.0 0.0 0.0 0.079
H 0.204701 -2.479216 -3.222684 0.0 0.0 0.0 0.096
H 2.031286 4.218093 -2.970547 0.0 0.0 0.0 0.108
H 2.768947 4.552316 -0.333687 0.0 0.0 0.0 0.080
H 1.578682 2.404497 0.897426 0.0 0.0 0.0 0.092
Se 2.763298 -1.333982 -0.996676 0.2 -0.3 0.0 1.222
N 2.234824 -0.575319 0.531826 0.4 -0.2 -0.4 -0.231
C 3.282558 0.085534 0.997925 -0.3 0.2 0.4 -0.394
C 3.276839 0.820420 2.235760 -0.1 -0.2 -0.3 -0.042
C 4.402582 1.461208 2.614699 0.4 0.1 -0.1 -0.083
C 5.603434 1.424199 1.809169 -0.2 0.1 0.3 -0.090
C 5.651501 0.740510 0.646789 -0.2 -0.2 -0.2 -0.031
C 4.474303 0.039351 0.200095 0.5 0.2 0.0 -0.399
N 4.403509 -0.664956 -0.917149 -0.3 0.0 0.2 -0.219
H 2.374497 0.843483 2.834225 0.0 0.0 0.0 0.109
H 4.411826 2.019950 3.542714 0.0 0.0 0.0 0.098
H 6.480247 1.958692 2.153571 0.0 0.0 0.0 0.095
H 6.545851 0.706820 0.038960 0.0 0.0 0.0 0.108
```
Forces are in eV/Å.

The value obtained for the HOMO energy is -0.176 hartree. For the energy relative to the best compared isomer or geometry (same formula, charge and spin), the calculation gives 0.0 kcal/mol. Its spin multiplicity is 1. The value obtained for the LUMO energy is 1.68 eV. The total charge is -1.